Molecular formula: C48H63Cl3GeMnN3O3Si3Te
Method: DFT, the ωB97M-V functional and the def2-TZVPD basis

Calculated values
Spin multiplicity   4
LUMO (alpha / beta)   -0.30262 / -0.35137 Eh
Total charge   +3
M   1175.8 g/mol
Frontier orbital gap (alpha / beta)   6.95 / 5.70 eV

Each line ends with the Löwdin charge.
Cartesian coordinates (Å):
Mn1 -0.102351 -0.731813 0.241108  0.434
Cl1 -0.630329 -4.364452 4.072815  0.689
C1 -0.670608 -2.589736 4.088805  -1.560
Cl2 0.567883 -1.945632 5.195751  0.696
Cl3 -2.270613 -2.013032 4.585930  0.687
C2 -0.383722 -2.106666 2.758511  -0.246
N1 -0.044626 -1.702799 1.739566  0.105
C3 4.444870 -4.304122 0.203926  -0.180
Si1 2.828344 -3.743605 0.987930  0.523
C4 3.066966 -3.465288 2.832432  -0.194
C5 1.293703 -4.791304 0.659774  -0.198
Ge1 2.114360 -1.416576 -0.108843  0.781
Si2 3.920936 -0.051992 1.056024  0.424
C6 3.763235 1.755383 0.518646  -0.203
C7 5.579676 -0.763256 0.523888  -0.195
C8 3.722321 -0.180011 2.936525  -0.210
Si3 2.628607 -2.047320 -2.582297  0.500
C9 2.477154 -3.898360 -2.886260  -0.180
C10 4.367083 -1.437833 -2.961167  -0.194
C11 1.233415 -1.104815 -3.451847  -0.202
H1 5.015222 -4.855031 0.956195  0.054
H2 5.058066 -3.468362 -0.132770  0.013
H3 4.302087 -4.980880 -0.637768  0.031
H4 3.056462 -4.446225 3.317001  0.059
H5 2.286910 -2.858209 3.289926  -0.035
H6 4.031662 -3.006870 3.046954  0.033
H7 1.231025 -5.586574 1.406686  0.047
H8 1.316640 -5.263689 -0.322189  0.030
H9 0.388282 -4.188023 0.739892  0.003
H10 3.896510 1.870707 -0.557172  0.029
H11 4.542530 2.346235 1.005712  0.058
H12 2.803245 2.184987 0.796408  -0.061
H13 5.649164 -0.927490 -0.550887  0.009
H14 5.779301 -1.706539 1.034020  0.027
H15 6.379160 -0.072225 0.801791  0.054
H16 2.768825 -0.617300 3.235533  -0.013
H17 3.803890 0.803321 3.405389  0.041
H18 4.521268 -0.792139 3.356445  0.038
H19 2.873807 -4.510670 -2.078677  0.001
H20 3.046548 -4.138903 -3.787973  0.059
H21 1.442829 -4.187683 -3.064885  -0.001
H22 5.116513 -2.089029 -2.508766  0.033
H23 4.551032 -0.414583 -2.632298  0.022
H24 4.524313 -1.475660 -4.042462  0.055
H25 0.547229 -0.673216 -2.723152  -0.008
H26 0.666087 -1.781487 -4.093405  0.047
H27 1.622600 -0.302247 -4.079176  0.032
C12 -6.758926 0.080854 1.790945  -0.031
O1 -5.672762 -0.342857 0.964988  -0.090
C13 -5.219860 -1.604772 1.132841  -0.220
C14 -5.556407 -2.424158 2.199832  0.001
C15 -5.096676 -3.729569 2.245888  -0.043
C16 -4.287429 -4.226249 1.234493  -0.054
C17 -3.935777 -3.418254 0.169870  0.016
C18 -4.395926 -2.104037 0.107213  -0.119
N2 -4.258087 -1.251168 -1.014659  0.190
C19 -3.647457 -1.408235 -2.144172  0.064
C20 -2.699985 -2.450315 -2.471625  -0.154
C21 -3.011308 -3.320175 -3.525213  -0.002
C22 -2.230217 -4.426041 -3.781078  -0.042
C23 -1.089358 -4.651464 -3.016265  -0.038
C24 -0.712748 -3.751481 -2.038034  -0.031
C25 -1.485190 -2.621196 -1.760230  -0.324
O2 -1.050679 -1.677171 -0.940667  -0.194
H28 -6.449556 0.191961 2.832052  0.100
H29 -7.592794 -0.618881 1.726760  0.112
H30 -7.067217 1.046372 1.407189  0.100
H31 -6.204960 -2.058897 2.983878  0.119
H32 -5.391379 -4.369892 3.066495  0.125
H33 -3.956311 -5.255170 1.255052  0.118
H34 -3.358019 -3.832110 -0.640050  0.110
H35 -4.844775 -0.423296 -0.903095  0.173
H36 -3.953254 -0.733217 -2.939210  0.165
H37 -3.920479 -3.149530 -4.089401  0.133
H38 -2.510984 -5.119695 -4.560573  0.123
H39 -0.482042 -5.526995 -3.206794  0.125
H40 0.193734 -3.874337 -1.461538  0.063
C26 3.157934 6.332530 -4.218699  -0.022
C27 2.508638 5.513091 -3.147370  -0.228
C28 2.397536 4.134336 -3.242126  0.015
C29 1.803504 3.371654 -2.242729  -0.293
C30 1.728370 1.877207 -2.413270  -0.080
C31 1.281569 4.033993 -1.133818  -0.323
Te1 0.416048 3.195708 0.622951  1.955
N3 0.058510 1.213224 0.335344  -0.267
C32 -0.971745 0.912878 1.195174  -0.706
O3 -1.916918 0.215541 0.788312  0.028
C33 -0.919666 1.345948 2.624454  -0.242
C34 0.300102 1.471005 3.301277  -0.104
C35 0.312039 1.811713 4.642719  -0.056
C36 -0.884952 2.031155 5.313837  -0.035
C37 -2.097126 1.885968 4.651001  -0.045
C38 -2.116863 1.532597 3.312392  -0.027
C39 -1.635043 3.689834 0.290962  -0.348
C40 -2.243152 4.352327 1.354543  -0.137
C41 -3.588220 4.669553 1.291364  -0.052
C42 -4.312695 4.318401 0.162071  -0.038
C43 -3.704399 3.637950 -0.880857  -0.022
C44 -2.354241 3.297565 -0.842630  -0.269
C45 -1.727971 2.550513 -1.986361  -0.027
C46 1.394404 5.436026 -0.991266  -0.294
C47 0.882925 6.171362 0.223095  -0.075
C48 2.003139 6.143502 -2.009680  0.016
H41 3.424472 5.734921 -5.086944  0.085
H42 4.061996 6.805376 -3.831413  0.100
H43 2.491500 7.136447 -4.532318  0.097
H44 2.787986 3.627742 -4.117252  0.134
H45 1.070507 1.630782 -3.248730  0.086
H46 1.357735 1.383628 -1.517070  0.016
H47 2.716129 1.480843 -2.655232  0.084
H48 1.228830 1.241986 2.789268  0.079
H49 1.252720 1.906811 5.169080  0.121
H50 -0.867194 2.306598 6.359958  0.124
H51 -3.024587 2.056718 5.181554  0.121
H52 -3.049449 1.399335 2.777071  0.127
H53 -1.656396 4.638920 2.221074  0.110
H54 -4.058305 5.197390 2.110239  0.121
H55 -5.355777 4.595485 0.080879  0.121
H56 -4.280172 3.383265 -1.763499  0.122
H57 -2.342113 2.627763 -2.882754  0.096
H58 -1.622986 1.490854 -1.736864  0.070
H59 -0.741948 2.950991 -2.214959  0.055
H60 -0.168508 5.944356 0.417436  0.055
H61 0.947351 7.247514 0.077045  0.101
H62 1.479374 5.937928 1.110849  0.085
H63 2.096441 7.219786 -1.924564  0.137

Cartesian forces, eV/Å:
0.2 0.1 -3.6
0.0 0.3 -0.1
-0.3 -0.4 1.2
-0.2 -0.1 -0.3
0.2 0.0 -0.2
0.6 0.2 -0.4
-0.6 -1.2 2.3
-0.4 0.0 0.0
0.2 -0.1 0.0
-0.1 0.1 -0.4
0.3 0.2 0.0
1.6 -0.1 -0.2
-0.2 -0.1 0.2
0.2 -0.4 -0.1
-0.3 0.1 0.0
0.0 0.1 -0.2
-0.5 -0.2 0.0
0.1 0.2 0.0
-0.3 0.0 0.3
0.3 -0.2 0.0
0.0 0.1 0.1
0.0 0.0 0.0
0.0 0.0 0.0
0.0 -0.1 -0.1
0.1 -0.1 0.0
0.0 0.0 0.0
0.1 0.0 0.1
0.0 0.0 0.0
0.0 -0.1 0.0
0.0 0.0 0.0
0.0 0.0 0.1
0.0 0.0 0.1
0.0 0.0 0.0
0.0 0.0 0.0
0.0 0.1 0.0
0.0 0.0 0.0
0.0 0.0 -0.1
0.0 0.0 0.0
0.0 0.0 0.0
0.1 0.0 0.0
0.2 0.1 -0.1
0.0 0.0 0.0
0.0 0.0 0.0
-0.1 0.0 0.0
0.0 0.0 -0.1
0.0 -0.1 0.0
0.0 -0.1 0.0
-0.2 0.2 0.1
0.1 0.0 -0.1
0.1 0.0 -0.1
-0.1 0.0 0.2
0.1 0.0 0.0
0.1 0.0 0.0
0.0 0.1 -0.2
0.1 -0.3 0.5
0.1 0.1 -0.3
-0.2 0.2 0.0
0.6 -0.2 0.2
-0.2 0.2 0.2
0.1 -0.2 -0.1
-0.2 0.0 0.0
-0.2 0.4 0.3
0.1 -0.5 -0.6
-0.2 0.1 0.2
0.1 0.0 -0.1
0.0 0.0 0.0
0.0 0.0 0.0
0.0 0.0 0.0
0.0 0.0 0.0
0.0 0.0 0.0
0.0 0.0 0.0
-0.1 0.0 -0.1
0.0 0.2 0.1
0.0 0.0 -0.1
0.0 0.0 0.0
0.0 0.0 0.0
-0.1 0.0 -0.1
0.0 0.1 0.0
0.0 0.0 0.0
0.0 0.1 0.0
-0.2 -0.3 0.3
0.1 0.3 -0.1
0.2 0.2 0.0
-0.2 0.6 -0.7
-0.2 -0.1 0.2
-1.0 2.0 1.4
0.0 -0.3 0.2
-0.1 -0.2 0.1
-0.2 -0.2 -0.1
0.1 0.0 0.0
0.1 0.0 0.0
-0.1 0.1 0.0
0.0 0.0 -0.1
0.2 -0.2 0.2
0.2 0.0 0.0
0.0 0.1 0.0
-0.1 0.0 0.0
0.1 0.0 0.0
0.2 0.0 -0.1
-0.1 0.0 0.0
-0.1 -0.2 0.1
0.1 -0.1 -0.1
0.0 -0.1 -0.1
0.0 0.0 0.0
0.0 0.0 0.0
0.0 0.0 -0.1
0.0 0.0 0.0
0.0 0.0 0.1
0.0 -0.1 -0.1
0.0 0.0 0.0
0.0 0.1 0.0
0.0 0.0 0.0
0.0 0.0 0.0
0.0 0.0 0.0
0.0 0.0 0.0
-0.1 0.0 0.1
0.0 0.0 0.0
0.0 0.0 0.0
0.0 0.0 0.0
0.0 0.1 0.0
0.1 0.0 0.0
0.0 -0.1 -0.1
0.0 0.1 0.1
0.0 0.0 0.0
0.0 0.0 0.0
0.0 0.0 0.0

=====

Molecular formula: C5H8N2S
Method: DFT, the ωB97M-V functional and the def2-TZVPD basis

Calculated values
Spin multiplicity   1
LUMO   0.02577 Eh
M   128.2 g/mol
Frontier orbital gap   8.81 eV
SMILES   S=C1NNC[C@H]2C[C@H]12

Each line ends with the Löwdin charge.
Cartesian coordinates (Å):
S1 -0.429861 -2.964534 -1.111364  0.599
C1 -0.255573 -1.528688 -0.306901  -0.844
N1 -1.152430 -1.090276 0.612375  -0.044
N2 -1.297594 0.212882 1.203651  -0.028
C2 -0.223554 1.204393 0.898130  -0.172
C3 0.282349 0.817943 -0.467229  -0.239
C4 1.549499 0.424451 -1.182470  -0.032
C5 0.856684 -0.561475 -0.300020  -0.283
H1 -1.929541 -1.708214 0.872893  0.140
H2 -2.157991 0.581528 0.722105  0.131
H3 -0.694373 2.168799 0.961360  0.102
H4 0.567293 1.147714 1.712720  0.136
H5 -0.533491 0.829399 -1.193303  0.145
H6 2.547122 0.743818 -0.828327  0.114
H7 1.469858 0.387740 -2.275450  0.113
H8 1.401602 -0.665481 0.681831  0.163

Cartesian forces, eV/Å:
0.1 0.4 0.2
-0.2 -0.5 0.0
-0.4 -0.7 0.2
-1.2 0.6 -0.8
1.2 -0.4 0.8
-0.1 0.2 0.2
0.8 0.1 -0.2
0.7 -0.2 0.8
0.7 0.4 -0.3
1.0 -0.3 0.7
-0.3 0.5 0.1
-0.8 0.1 -1.1
0.0 0.0 0.1
-0.7 -0.2 -0.2
-0.1 0.0 0.5
-0.6 0.2 -1.1

=====

| no. | maximum force (Eh/bohr) |
| --- | --- |
| 1 | 0.070 |
| 2 | 0.031 |